(1)
Formula: C39H34BCaF4N2O2
Source: the Open Molecules 2025 dataset
Level of theory: ωB97M-V/def2-TZVPD

The geometry in ORCA input format:
```
! RIJCOSX wB97M-V def2-TZVPD def2/J DEFGRID3
* xyz -1 1
Ca 0.41167 0.26975 -1.01327
O -0.98933 1.60305 -0.78617
C -2.17783 1.56515 -1.41127
C -2.40813 0.15495 -2.11797
C -2.33623 -0.88215 -1.06437
C -3.46473 -1.33415 -0.37487
C -3.29173 -2.17955 0.70553
C -2.01143 -2.56075 1.06933
C -0.93043 -2.07505 0.33593
C 0.47667 -2.36435 0.72763
C 1.02757 -1.13355 1.53883
O 1.24997 -0.08435 0.71623
C 2.32527 -1.44955 2.29853
C 2.87237 -0.37495 2.99703
C 4.04427 -0.51345 3.71113
C 4.70437 -1.73155 3.72403
C 4.17787 -2.79985 3.02383
C 2.98727 -2.66705 2.32663
C 0.03857 -0.82995 2.67113
C -0.44173 0.46185 2.81383
C -1.27343 0.78895 3.87043
C -1.64293 -0.18165 4.78563
C -1.15883 -1.47355 4.65613
C -0.30323 -1.79005 3.61763
N -1.11243 -1.26725 -0.70507
C -2.20303 2.71245 -2.42647
C -1.92273 2.58125 -3.78097
C -1.81123 3.69735 -4.59507
C -1.96473 4.96745 -4.07177
C -2.23323 5.11175 -2.72067
C -2.35803 3.99885 -1.91177
C -3.36853 1.69925 -0.45147
C -3.19283 1.31015 0.86843
C -4.24753 1.32025 1.76113
C -5.50223 1.73295 1.34663
C -5.68593 2.13925 0.03463
C -4.63153 2.11245 -0.86327
H -3.36783 0.15275 -2.63477
H -1.58693 0.01825 -2.81677
H -4.45373 -1.01295 -0.67127
H -4.14673 -2.52755 1.26973
H -1.84763 -3.20655 1.91873
H 0.52407 -3.26935 1.33113
H 1.11037 -2.45555 -0.15607
H 2.35777 0.57505 2.96113
H 4.44447 0.33125 4.25533
H 5.63387 -1.84105 4.26343
H 4.69867 -3.74665 3.01513
H 2.59997 -3.52805 1.80273
H -0.13613 1.19515 2.07923
H -1.62683 1.80525 3.98513
H -2.30743 0.06735 5.60233
H -1.44343 -2.22775 5.37953
H 0.10747 -2.78865 3.55703
H -1.76613 1.61105 -4.22167
H -1.59033 3.56915 -5.64597
H -1.85423 5.83655 -4.70657
H -2.33673 6.10065 -2.29567
H -2.56943 4.12165 -0.85867
H -2.20673 1.00035 1.17573
H -4.08733 1.00205 2.78113
H -6.33413 1.74535 2.03993
H -6.66483 2.47395 -0.28767
H -4.80123 2.42295 -1.88667
N 3.77867 0.29325 -0.42737
C 4.27727 -0.66545 -1.27707
C 4.93877 -0.31175 -2.45877
C 5.47447 -1.27755 -3.28507
C 5.39827 -2.61925 -2.94847
C 4.78677 -2.97805 -1.75857
C 4.23317 -2.02085 -0.93417
H 3.63827 1.19575 -0.86397
H 2.97157 0.02955 0.14653
H 4.99437 0.73065 -2.74557
H 5.95377 -0.98195 -4.20867
H 5.80997 -3.37515 -3.60327
H 4.74967 -4.01935 -1.46847
H 3.76477 -2.30735 -0.00607
F 1.66817 1.13355 -2.46227
B 1.46147 0.06745 -3.37797
F 1.19617 -1.06775 -2.57067
F 0.34777 0.33595 -4.13587
F 2.55557 -0.12035 -4.15587
*
```

Values from the calculation:
HOMO level, eV: -4.90
E, Eh: -2868.932701
HOMO-LUMO gap, eV: 7.478
Molar mass, g/mol: 689.6

---

(2)
Formula: C54H76Br2N6O14
Source: the Open Molecules 2025 dataset
Level of theory: ωB97M-V/def2-TZVPD

The geometry in ORCA input format:
```
! RIJCOSX wB97M-V def2-TZVPD def2/J DEFGRID3
* xyz 0 1
N 18.79926 -10.65273 -1.51684
C 19.39836 -9.38349 -1.53099
C 19.14408 -8.85821 -0.26023
C 18.33495 -9.81250 0.47518
C 18.22722 -10.98478 -0.33899
H 18.94654 -11.29067 -2.28589
H 19.79720 -9.00554 -2.46076
H 19.33804 -7.82888 0.00295
H 17.96411 -9.63988 1.47472
H 17.76093 -11.94508 -0.17530
N 16.26025 -14.11604 -0.74800
C 15.37490 -13.11614 -0.71663
C 14.15833 -13.65372 -1.02655
C 14.26017 -14.99875 -1.14315
C 15.62230 -15.28673 -1.01204
H 17.25425 -14.11907 -0.56893
H 15.67289 -12.09502 -0.52977
H 13.26720 -13.07097 -1.20740
H 13.51881 -15.74171 -1.39772
H 16.21930 -16.18405 -1.08127
N 25.09168 -13.29172 -1.54706
C 23.72496 -13.51622 -1.61235
C 23.14703 -12.35535 -2.07993
C 24.13958 -11.52232 -2.46516
C 25.36711 -12.13990 -2.19505
H 25.78773 -13.91144 -1.15776
H 23.32792 -14.44728 -1.23565
H 22.08783 -12.16433 -2.16939
H 24.03064 -10.53503 -2.88916
H 26.39341 -11.81354 -2.27627
N 16.10397 -16.65653 3.63669
C 17.26349 -16.81618 4.37930
C 18.35970 -16.60614 3.51973
C 17.85842 -16.38901 2.22523
C 16.46394 -16.39413 2.36821
H 15.12850 -16.76461 3.87517
H 17.08833 -16.88534 5.44276
H 19.39622 -16.51513 3.80909
H 18.45682 -16.15856 1.35620
H 15.70478 -16.24405 1.61485
N 18.96603 -7.89930 3.88959
C 19.58116 -9.12199 3.45737
C 19.96198 -9.80466 4.62673
C 19.47454 -9.14713 5.69820
C 18.89339 -7.99541 5.29356
H 18.59800 -7.16379 3.30335
H 19.68600 -9.35320 2.40764
H 20.51713 -10.73081 4.64840
H 19.51193 -9.34600 6.75906
H 18.33384 -7.24422 5.83114
N 20.28449 -12.57439 7.83464
C 20.02943 -13.55093 6.93122
C 18.67560 -13.67840 6.79740
C 18.10647 -12.68318 7.59057
C 19.07772 -12.09518 8.28227
H 21.19458 -12.25879 8.13835
H 20.84028 -14.03217 6.40462
H 18.29125 -14.33680 6.03244
H 17.05677 -12.44591 7.68126
H 19.13577 -11.33071 9.04293
Br 21.61647 -17.42110 -0.34601
C 21.86575 -17.47696 1.62770
C 23.27602 -17.81671 1.91274
Br 24.56644 -16.35651 1.50084
H 21.31505 -18.30586 2.07239
H 21.59104 -16.57374 2.17251
H 23.62635 -18.71893 1.41137
H 23.44884 -17.96848 2.97819
O 18.76046 -12.78897 -3.44698
C 19.17942 -13.91072 -3.22293
O 18.33403 -14.93591 -3.03879
C 19.03857 -16.17130 -3.00831
C 20.43121 -15.96182 -3.61406
C 20.64682 -14.48271 -3.31492
H 18.37170 -16.92892 -3.41990
H 19.22181 -16.43679 -1.96714
H 20.35712 -16.09747 -4.69305
H 21.23250 -16.55113 -3.16824
H 21.28922 -13.91520 -3.98824
H 21.05719 -14.42464 -2.30679
O 21.87701 -15.99573 5.15218
C 21.32740 -16.89363 5.74274
O 21.00094 -18.05691 5.08030
C 20.21030 -18.89698 5.94012
C 19.77695 -18.09539 7.19518
C 20.85084 -17.02214 7.22719
H 20.68641 -19.85104 6.16637
H 19.33694 -19.16573 5.34589
H 19.61823 -18.73892 8.06050
H 18.84898 -17.57595 6.95606
H 21.68150 -17.34967 7.85234
H 20.54709 -16.05867 7.63653
O 23.18446 -13.04619 7.81667
C 23.89214 -13.91784 7.38880
O 24.03032 -15.05767 8.01800
C 24.89039 -16.02879 7.28006
C 25.08016 -15.41085 5.94144
C 24.60810 -13.98169 6.06664
H 24.22675 -16.88976 7.19993
H 25.84289 -16.22838 7.77096
H 24.56732 -15.93272 5.13351
H 26.12080 -15.27868 5.64528
H 23.89870 -13.65980 5.30426
H 25.45333 -13.30343 6.18344
O 19.57362 -13.91254 -0.16520
C 20.12535 -13.81246 0.94233
O 19.46359 -14.01079 2.12444
C 20.32658 -13.57403 3.19398
C 21.57166 -12.83828 2.53046
C 21.56586 -13.42034 1.18292
H 20.54859 -14.43685 3.82195
H 19.86579 -12.85569 3.87203
H 22.53543 -13.11014 2.96099
H 21.55969 -11.74911 2.48988
H 22.16310 -14.32513 1.07004
H 21.98002 -12.70326 0.47415
O 27.25802 -11.81853 4.88343
C 26.95993 -12.13424 3.72101
O 25.72046 -12.31477 3.41392
C 25.54143 -12.82595 2.09483
C 26.99083 -12.91466 1.58174
C 27.84802 -12.32588 2.57182
H 24.94980 -12.13547 1.49373
H 24.98763 -13.76331 2.04237
H 27.10351 -12.55340 0.55954
H 27.37556 -13.92615 1.45150
H 28.05379 -11.30949 2.23608
H 28.80753 -12.83908 2.63568
O 13.80740 -12.67260 5.53298
C 14.88489 -12.44701 4.96422
O 15.42539 -11.25348 5.09131
C 16.71272 -11.10581 4.46402
C 16.65597 -12.20780 3.43575
C 15.81719 -13.29776 4.04005
H 17.59358 -11.10879 5.10603
H 16.72374 -10.18780 3.87644
H 17.66067 -12.56050 3.20275
H 16.19262 -11.78132 2.54608
H 16.38214 -13.90693 4.74564
H 15.21165 -13.87314 3.33979
O 25.03396 -7.56745 -0.42899
C 24.38329 -7.98121 0.57382
O 24.97852 -8.18506 1.72170
C 24.14245 -8.89125 2.67590
C 22.74587 -8.61470 2.12635
C 22.86912 -8.28077 0.64726
H 24.40938 -8.53549 3.67103
H 24.36995 -9.95050 2.55619
H 22.37746 -7.73821 2.65940
H 22.03586 -9.43180 2.25409
H 22.24685 -7.52524 0.16763
H 22.64259 -9.18019 0.07467
*
```

Values from the calculation:
HOMO level, eV: -7.76
E, Eh: -8633.126811
HOMO-LUMO gap, eV: 7.669
Molar mass, g/mol: 1193.0

---

(3)
Formula: C4H9NS
Source: the Open Molecules 2025 dataset
Level of theory: ωB97M-V/def2-TZVPD

The geometry in ORCA input format:
```
! RIJCOSX wB97M-V def2-TZVPD def2/J DEFGRID3
* xyz 0 1
C 2.16336 -0.84019 0.37183
C 1.66670 0.19031 -0.59151
C 0.52348 1.05367 0.00072
N -0.68877 0.90503 0.13083
S -1.45132 -0.69885 -0.22355
C -3.17749 0.00467 0.06941
H 1.27535 -1.54903 0.46761
H 3.07492 -1.33376 -0.00831
H 2.22209 -0.53962 1.41820
H 2.55495 0.80415 -0.79954
H 1.36854 -0.45329 -1.48593
H 0.79629 2.05936 0.33499
H -3.71824 -0.35230 -0.86055
H -3.06261 1.12593 0.19316
H -3.54727 -0.37607 0.98264
*
```

Values from the calculation:
HOMO level, eV: -8.58
E, Eh: -610.685995
HOMO-LUMO gap, eV: 9.521
Energy above the lowest of the compared OMol25 structures with the same formula, charge and spin, eV: 1.842
Molar mass, g/mol: 103.2

---

(4)
Formula: CH4N2S3
Source: the Open Molecules 2025 dataset
Level of theory: ωB97M-V/def2-TZVPD

The geometry in ORCA input format:
```
! RIJCOSX wB97M-V def2-TZVPD def2/J DEFGRID3
* xyz 0 1
S 0.12030 -0.17434 -2.50470
C 0.05950 -0.06852 -0.84120
N -1.08982 0.45166 -0.22723
S -1.11242 1.31662 1.26373
N 1.16923 -0.33579 -0.02148
S 0.94735 -1.15746 1.49665
H -1.84601 0.59011 -0.89379
H -1.63892 0.25779 1.93398
H 1.86237 -0.82214 -0.59424
H 1.42604 -0.18290 2.25114
*
```

Values from the calculation:
HOMO level, eV: -8.74
E, Eh: -1344.543993
HOMO-LUMO gap, eV: 8.999
Energy above the lowest of the compared OMol25 structures with the same formula, charge and spin, eV: 0.174
Molar mass, g/mol: 140.3